[1]
Computed, not measured: an isolated molecule of C19H15F3N2O4 at a distorted geometry, with ωB97M-V/def2-TZVPD.

XYZ file:
```
43
Properties=species:S:1:pos:R:3:forces:R:3:mulliken_charge:R:1
O -3.798 -2.269 2.072 -1.1 -0.5 3.1 -0.65
F 4.225 3.164 -0.810 1.6 -1.0 -0.1 -0.25
F 3.908 5.158 -1.503 0.2 -0.6 -1.3 -0.26
F 3.459 3.388 -2.855 1.4 0.4 -0.7 -0.22
N 1.758 -1.911 0.020 -0.8 1.0 -1.0 -0.53
O -1.903 -0.252 2.378 -0.1 -0.9 -0.5 -0.63
O -1.690 -1.374 -1.137 0.0 -0.4 0.6 -0.38
O -1.841 -2.908 -3.245 2.2 -0.6 -1.1 -0.55
C -3.204 -1.880 1.123 -1.0 -0.5 -3.8 0.72
C -3.596 -2.431 -0.269 -0.5 0.6 3.4 -0.51
C -2.128 -0.920 1.191 0.5 -0.1 -0.9 0.09
C -2.821 -2.166 -1.279 1.0 0.7 0.3 0.31
C -1.317 -0.858 0.104 0.0 0.8 -0.9 -0.59
C 2.623 -2.775 0.490 0.1 -0.8 1.2 -0.29
C 0.935 -1.196 0.823 2.5 -1.6 0.7 0.68
C 2.796 -3.052 1.826 -1.6 0.2 3.0 -0.30
C 0.952 -1.484 2.194 1.7 -0.8 1.1 -0.33
C 1.904 -2.414 2.759 -0.4 0.0 -3.0 -0.64
C -0.124 4.684 -0.414 1.0 -2.1 0.0 -0.73
C -0.434 3.469 0.217 0.2 0.1 0.0 -0.55
C 1.126 4.840 -1.070 -0.3 -1.6 0.7 -0.63
C 1.595 2.440 -0.503 0.0 2.0 -0.7 0.13
C 0.373 2.264 0.166 0.0 2.8 -0.3 -0.05
C 2.015 3.774 -1.064 -0.8 -2.4 0.9 -0.23
N -0.003 1.091 0.827 -0.8 0.2 0.2 -0.07
C -3.026 -2.879 -2.558 0.5 -0.1 -0.2 -0.44
C 3.487 3.874 -1.627 -4.5 0.7 2.4 0.91
C 0.100 -0.171 0.111 -3.2 -1.3 4.0 0.16
H -2.404 -0.742 3.055 -0.1 0.1 -0.1 0.40
H -1.089 -3.190 -2.680 -0.8 0.3 -0.4 0.33
H -4.493 -3.081 -0.376 0.9 0.6 0.4 0.38
H 3.171 -3.472 -0.106 0.3 0.3 -1.4 0.35
H 3.427 -3.879 2.204 -0.2 0.8 -0.5 0.32
H 0.345 -0.988 2.920 -0.6 0.4 0.0 0.48
H 1.835 -2.764 3.790 0.2 0.5 -0.2 0.37
H -0.934 5.384 -0.409 0.2 0.7 -0.1 0.39
H -1.365 3.530 0.779 0.0 -0.7 -0.1 0.33
H 1.413 5.705 -1.601 0.1 1.1 -0.2 0.47
H 2.203 1.559 -0.632 0.6 0.1 0.1 0.47
H -0.836 1.121 1.470 1.5 0.4 -1.2 0.26
H -3.391 -3.893 -2.331 -0.2 0.3 0.0 0.35
H -3.716 -2.383 -3.219 -0.5 0.2 -0.1 0.26
H 0.464 -0.114 -0.827 1.1 0.6 -3.2 0.69
```
Positions in Å, forces in eV/Å.

As for the HOMO energy: -0.309 Ha. The electronic energy is -1443.0075 hartree. Its total charge is 0. As for the gap between HOMO and LUMO: 0.31971 Ha. Its SMILES is O=c1cc(CO)oc([C@@H](Nc2cccc(C(F)(F)F)c2)c2ccccn2)c1O.



[2]
Computed, not measured: an isolated molecule of C19H15F6N3O3S, with ωB97M-V/def2-TZVPD.

XYZ file:
```
47
Properties=species:S:1:pos:R:3:forces:R:3:mulliken_charge:R:1
O 0.951 1.349 1.581 0.0 0.1 0.1 -0.65
C 0.681 0.950 0.470 0.1 -0.2 -0.3 0.33
N 1.623 0.548 -0.449 -0.1 -0.2 -0.3 -0.07
C 2.999 0.467 -0.304 0.5 0.0 0.2 0.90
C 3.652 0.760 0.897 -0.1 0.0 0.1 -0.49
C 5.027 0.655 0.974 0.0 0.0 -0.1 -0.80
C 5.745 0.266 -0.142 0.8 -0.1 0.1 0.15
C 5.120 -0.030 -1.340 -0.1 0.0 -0.1 -0.72
C 3.748 0.072 -1.420 0.0 0.0 0.1 -0.78
H 3.245 -0.154 -2.349 -0.1 0.0 -0.1 0.35
H 5.718 -0.325 -2.187 0.0 -0.1 -0.2 0.45
S 7.504 0.067 -0.025 0.0 -0.6 0.2 1.16
O 8.049 0.820 1.058 -0.2 0.1 0.4 -0.64
O 8.119 0.130 -1.313 -0.2 -0.2 -0.3 -0.64
C 7.603 -1.759 0.503 -0.4 0.2 -0.1 0.74
F 6.996 -2.518 -0.414 0.1 0.1 -0.1 -0.23
F 8.849 -2.181 0.647 0.1 0.3 -0.1 -0.21
F 6.955 -1.928 1.658 0.1 0.2 0.1 -0.23
H 5.556 0.880 1.886 0.0 0.0 0.2 0.45
H 3.076 1.066 1.754 0.0 0.0 0.0 0.56
H 1.279 0.297 -1.365 0.0 0.1 0.2 0.11
C -0.724 0.885 -0.020 -0.3 0.0 0.0 0.99
C -1.164 0.026 -0.937 0.0 0.2 0.1 -0.77
C -2.604 -0.039 -1.349 -0.1 -0.1 -0.2 -1.18
N -3.455 0.599 -0.378 0.4 0.1 -0.1 0.38
C -4.686 0.189 0.017 -0.6 -0.3 0.2 0.59
N -5.533 1.174 0.340 0.3 0.2 -0.1 -0.49
C -6.778 0.912 0.666 -0.3 -0.3 0.0 -0.43
C -7.311 -0.367 0.683 0.1 -0.1 0.0 -0.65
C -6.435 -1.414 0.459 0.1 0.3 -0.1 -0.62
C -5.101 -1.162 0.157 0.0 0.0 0.0 0.26
C -4.185 -2.346 0.125 0.3 -0.3 0.0 0.66
F -2.952 -2.088 0.596 0.1 0.3 0.1 -0.25
F -4.650 -3.363 0.866 -0.3 0.0 0.1 -0.29
F -4.006 -2.870 -1.115 -0.1 0.1 -0.2 -0.27
H -6.772 -2.436 0.549 0.0 0.0 0.0 0.45
H -8.349 -0.544 0.907 -0.1 0.0 0.1 0.40
H -7.378 1.778 0.914 -0.1 0.0 0.0 0.41
C -2.992 1.934 -0.062 0.2 0.2 0.4 -1.08
H -3.746 2.433 0.542 0.2 0.0 -0.2 0.42
C -1.668 1.814 0.691 -0.1 0.0 -0.1 -0.51
H -1.203 2.794 0.808 0.0 0.0 0.0 0.47
H -1.841 1.419 1.695 0.0 0.1 0.0 0.28
H -2.847 2.503 -0.988 -0.1 0.0 0.0 0.32
H -2.893 -1.068 -1.540 0.0 0.1 0.0 0.39
H -2.706 0.492 -2.314 0.0 -0.1 0.1 0.42
H -0.518 -0.685 -1.431 0.2 -0.1 0.0 0.34
```
Positions in Å, forces in eV/Å.

As for the HOMO energy: -0.318 Ha. The electronic energy is -2120.4223 hartree. Its total charge is 0. As for the gap between HOMO and LUMO: 0.31402 Ha. Its SMILES is O=C(Nc1ccc(S(=O)(=O)C(F)(F)F)cc1)C1=CCN(c2ncccc2C(F)(F)F)CC1.



[3]
Computed, not measured: a structure of composition C19H15KN10 at a distorted geometry, with ωB97M-V/def2-TZVPD.

XYZ file:
```
45
Properties=species:S:1:pos:R:3:forces:R:3:mulliken_charge:R:1
K 7.145 10.148 11.526 0.5 0.2 -0.5 0.87
C 6.463 14.857 10.710 1.4 0.5 -0.3 -0.77
C 7.436 15.439 9.877 -0.2 1.0 0.0 -0.11
C 8.430 14.656 9.348 -0.4 -1.0 1.0 -0.78
C 8.582 13.273 9.768 -1.4 2.4 0.8 0.29
N 7.709 12.779 10.643 0.0 -0.7 -0.3 -0.02
C 6.705 13.540 11.033 -2.1 0.1 1.2 0.11
N 9.678 12.635 9.398 1.5 -0.5 -1.8 -0.43
C 9.827 11.388 9.097 0.4 -0.3 0.4 0.13
N 9.075 10.285 9.403 -0.2 -0.5 -0.2 -0.42
C 9.780 9.187 8.962 1.3 -0.3 0.8 0.25
N 9.683 7.898 9.160 0.5 1.9 -1.0 -0.43
C 8.582 7.238 9.532 -1.5 -1.0 -0.1 0.31
C 8.248 6.160 8.635 -2.4 -0.2 1.6 -0.48
C 7.136 5.354 9.006 2.3 1.7 0.2 -0.52
C 6.620 5.569 10.273 -1.0 -0.3 0.6 -0.53
C 6.902 6.700 10.997 0.7 -0.5 0.2 -0.12
N 7.847 7.552 10.639 1.1 0.4 -0.9 -0.29
C 11.007 9.618 8.220 0.3 0.2 -1.2 0.04
C 11.759 8.907 7.244 -1.0 1.9 1.0 -0.58
C 12.556 9.663 6.398 -0.3 0.5 1.1 -0.55
C 12.719 11.046 6.621 0.1 0.0 0.3 -0.33
C 11.959 11.752 7.561 -0.6 -0.2 0.0 -0.47
C 11.044 11.003 8.310 0.3 -0.7 -0.2 0.38
H 5.746 15.526 11.161 -0.4 -0.5 0.1 0.35
H 7.434 16.560 9.714 -0.1 -1.5 -0.1 0.30
H 9.144 15.115 8.724 0.9 0.1 -0.6 0.41
H 5.979 13.045 11.714 0.5 0.3 -0.3 0.19
H 8.771 6.047 7.698 0.1 0.1 0.1 0.40
H 6.727 4.591 8.398 0.0 -0.8 -0.6 0.43
H 5.991 4.851 10.758 -0.7 -0.3 -0.2 0.37
H 6.453 6.890 11.975 -0.2 -0.1 -0.3 0.34
H 11.555 7.879 7.103 0.0 -1.0 -0.1 0.47
H 13.010 9.192 5.558 0.6 -0.2 -0.4 0.40
H 13.485 11.564 6.059 -0.2 0.1 -0.3 0.37
H 11.931 12.850 7.633 0.3 -0.6 0.0 0.40
N 7.385 8.268 15.151 0.3 0.7 -0.7 -0.57
N 7.638 9.617 15.340 -0.2 2.4 -0.7 1.09
N 7.443 10.334 16.429 -0.4 -1.1 0.3 -0.80
C 7.635 11.592 16.035 0.7 -1.4 -1.9 -0.06
N 8.009 11.686 14.739 -1.0 -3.0 0.0 -0.41
N 7.935 10.380 14.270 0.2 1.3 1.8 -0.22
H 6.989 7.702 15.903 0.7 0.7 -0.3 0.26
H 8.047 7.948 14.440 -0.4 -0.5 0.8 0.28
H 7.490 12.422 16.665 0.1 0.7 0.7 0.45
```
Positions in Å, forces in eV/Å.

As for the HOMO energy: -0.266 Ha. The electronic energy is -1880.4667 hartree. Its total charge is 0. As for the gap between HOMO and LUMO: 0.25669 Ha.



[4]
Computed, not measured: a structure of composition C19H15N3OReS, with ωB97M-V/def2-TZVPD.

XYZ file:
```
40
Properties=species:S:1:pos:R:3:forces:R:3:mulliken_charge:R:1
Re 0.296 0.388 0.123 -0.2 0.3 -0.2 1.13
O 1.944 -0.383 0.193 0.6 -0.3 0.3 -0.59
C 2.987 -0.525 1.097 -0.2 0.0 -0.3 1.06
C 4.237 -0.866 0.616 0.0 0.0 0.2 -0.63
C 5.269 -1.004 1.528 0.0 0.0 0.0 -0.47
C 5.043 -0.806 2.887 0.0 0.0 0.0 -0.85
C 3.784 -0.471 3.346 0.0 0.0 -0.1 -0.91
C 2.715 -0.324 2.453 0.2 0.0 0.0 0.39
C 1.374 0.005 2.912 0.1 -0.1 -0.1 0.58
N 0.315 0.328 2.154 0.0 0.1 0.3 -0.15
C -0.761 0.556 3.004 0.0 0.1 0.0 -0.23
C -0.341 0.365 4.274 -0.1 0.0 0.0 -0.89
N 0.983 0.019 4.197 0.0 0.0 -0.1 -0.03
H 4.387 -1.023 -0.442 0.0 0.0 0.0 0.51
H 6.257 -1.270 1.178 0.0 0.0 0.0 0.44
H 5.856 -0.914 3.590 0.0 0.0 0.0 0.44
H 3.644 -0.311 4.407 0.0 0.0 0.0 0.40
H -1.731 0.826 2.630 0.0 0.0 0.0 0.55
H -0.861 0.433 5.213 0.0 0.0 0.0 0.43
H 1.568 -0.230 4.980 0.0 0.0 0.0 0.19
C 2.211 2.912 0.195 0.0 0.0 0.0 -1.53
C 0.790 3.356 0.076 0.1 0.1 0.0 1.09
C 0.463 4.721 0.086 0.0 -0.1 0.0 -0.77
C -0.841 5.127 -0.009 0.0 -0.1 0.0 -0.69
C -1.858 4.159 -0.133 0.0 0.0 0.0 0.88
C -3.234 4.477 -0.262 0.0 0.0 0.0 -0.78
C -4.174 3.491 -0.407 0.0 -0.1 0.0 -0.77
C -3.782 2.140 -0.438 -0.1 0.0 0.0 -0.34
C -2.453 1.809 -0.298 0.1 0.1 0.0 0.52
S -1.861 0.170 -0.399 -0.2 -0.2 -0.2 -0.08
C -1.478 2.810 -0.144 0.1 0.0 0.0 0.05
N -0.159 2.420 -0.033 -0.4 0.1 0.1 -0.31
H 2.887 3.756 0.084 0.0 0.0 0.0 0.45
H 2.469 2.176 -0.572 0.0 0.0 0.0 0.35
H 2.392 2.467 1.178 0.0 0.0 0.0 0.28
H 1.267 5.437 0.170 0.0 0.0 0.0 0.42
H -1.095 6.179 0.001 0.0 0.0 0.0 0.49
H -3.530 5.518 -0.255 0.0 0.0 0.0 0.44
H -5.219 3.742 -0.512 0.0 0.0 0.0 0.43
H -4.521 1.362 -0.578 0.0 0.0 0.0 0.48
```
Positions in Å, forces in eV/Å.

The expectation value of S² is 0.93. As for the HOMO energy (spin up / spin down): -0.550 / -0.548 Ha. The spin multiplicity is 2. The electronic energy is -1448.4768 hartree. Its total charge is +2. As for the gap between HOMO and LUMO (spin up / spin down): 0.22742 / 0.24522 Ha.



Energy relative to the best compared isomer or geometry (same formula, charge and spin) readings, ordered: 297.2 0.0 5.9 39.2 kJ/mol